Entry from the OMol25 dataset: C45H52N6 in the gas phase in a non-equilibrium geometry (wB97M-V/def2-TZVPD).

```
103
Properties=species:S:1:pos:R:3:forces:R:3
C -4.8289 2.5531 3.7225 -0.0499 -0.1299 -0.0067
N -3.7259 3.4877 3.7269 -0.8967 0.1864 0.6925
C -4.1586 4.8566 3.8731 0.0867 0.0747 -0.0603
C -2.4534 3.1543 3.3545 0.6602 -0.2719 -0.3111
C -1.5109 4.1422 2.9704 -0.1694 -0.3642 -0.0528
C -0.2726 3.7655 2.4439 -0.0876 -0.1509 -0.0456
C 0.1235 2.4238 2.4030 0.5542 -0.0436 -0.5239
C 1.5428 1.9555 1.9645 -0.3814 -0.6658 1.6370
C 2.7085 2.8523 2.3434 0.2927 0.0783 -0.2406
C 4.0073 2.3397 2.2035 1.1257 -0.3845 0.0612
N 5.1059 1.9287 2.1120 -1.3378 0.1986 -0.1130
C 2.6314 4.0755 2.9928 -0.3463 2.1671 0.9093
N 2.5736 5.1351 3.5082 0.0586 -1.7035 -0.7435
C -0.7827 1.4681 2.8822 0.3507 -0.0873 -0.1375
C -2.0480 1.7959 3.3393 0.2653 0.4337 -0.1331
H -4.4764 1.5197 3.7682 -0.2641 0.3041 0.0130
H -5.4727 2.7564 4.5936 0.1955 -0.2384 -0.2312
H -5.4576 2.6722 2.8193 0.1730 -0.0867 0.1547
H -3.4194 5.4369 4.4346 -0.1919 -0.0081 -0.0769
H -4.3386 5.3466 2.9020 0.0604 0.0106 0.1323
H -5.1077 4.8457 4.4282 0.3524 0.1729 -0.1217
H -1.7455 5.2028 3.1092 0.0763 -0.4697 -0.3500
H 0.3979 4.5302 2.0549 -0.1453 -0.1035 0.3306
H 1.7140 1.0489 2.5801 -0.3882 0.2204 -0.3021
H -0.4696 0.4199 2.9012 -0.1554 0.4377 0.1490
H -2.6786 1.0080 3.7470 0.1522 0.2231 -0.2079
C -1.8719 1.2141 -3.0193 -0.0839 -0.2442 -0.2210
C -0.9271 2.2403 -2.3970 0.2112 0.2551 0.3312
C -1.5039 3.6502 -2.4915 0.0561 0.0588 0.1175
C 0.4617 2.1198 -3.0076 -0.4234 -0.2803 0.1451
C 0.8300 2.8814 -4.1168 0.1409 -0.0947 0.0899
C 2.0291 2.6285 -4.7780 -0.0112 -0.0800 0.1756
C 2.8436 1.5840 -4.3559 -0.2155 0.2114 0.0384
C 2.4911 0.7888 -3.2635 0.1754 -0.4358 0.3083
C 3.3910 -0.4019 -2.9250 -0.3114 0.0891 0.0572
C 4.6620 0.0768 -2.2310 0.0580 0.1445 0.2195
C 3.7572 -1.2422 -4.1582 -0.2180 0.0021 -0.0287
C 1.3223 1.1084 -2.5429 -0.0727 0.1223 -1.1523
N 0.8602 0.2538 -1.4531 -1.2664 -1.5817 0.6445
N 0.1556 -0.8654 -1.7501 0.5108 0.5210 1.8283
N -0.0414 -1.4699 -0.5583 1.6246 1.1170 -1.3374
C -0.6619 -2.7800 -0.4691 -0.6130 -0.6690 -0.2642
C 0.1575 -3.9240 -0.4219 0.2487 0.2722 -0.0882
C 1.6341 -3.8193 -0.7712 -0.0162 0.2584 0.4353
C 1.7982 -3.6647 -2.2847 -0.0993 -0.0440 -0.3245
C 2.4745 -4.9755 -0.2341 0.0118 0.0880 0.0519
C -0.4301 -5.1495 -0.1231 -0.2158 0.0184 -0.0693
C -1.8135 -5.2589 0.0112 -0.0676 0.1457 -0.0099
C -2.6238 -4.1424 -0.1720 0.2602 -0.1142 0.0294
C -2.0626 -2.8848 -0.3946 0.0904 0.3817 -0.0878
C -2.9867 -1.6816 -0.5661 0.4395 -0.0666 -0.0040
C -4.0245 -1.5942 0.5507 0.0217 0.0846 0.1270
C -3.6774 -1.7223 -1.9352 0.0619 -0.0419 -0.1528
C 0.6342 -0.7877 0.4599 -1.7307 -1.6501 -0.3187
C 0.8259 -1.3713 1.7802 0.1907 -0.7811 1.3816
C 2.1028 -1.3376 2.4007 -0.7250 -0.1219 -0.6312
C 2.2589 -1.8249 3.6963 -0.0569 -0.0165 0.0223
C 1.1675 -2.3692 4.3784 -0.2910 -0.0490 -0.2244
C -0.0780 -2.4898 3.7437 0.2489 0.0564 -0.1070
C -0.2443 -2.0083 2.4506 0.4471 0.2872 -0.4324
C 1.0446 0.3748 -0.0794 1.2170 1.0982 -1.2342
C 1.7818 1.5184 0.5229 0.5515 0.4909 -1.0282
H -1.4541 0.2035 -2.9300 -0.2840 0.2688 -0.1392
H -2.8495 1.2357 -2.5198 0.1948 0.0313 -0.0950
H -2.0271 1.4255 -4.0884 0.0445 -0.0286 0.2634
H -0.8203 1.9935 -1.3312 -0.1256 0.1311 -0.0772
H -0.7771 4.3810 -2.1221 -0.1711 -0.0098 -0.0732
H -1.7710 3.9030 -3.5247 0.0131 -0.0084 0.1961
H -2.4071 3.7257 -1.8761 0.1307 -0.0033 -0.1463
H 0.1621 3.6637 -4.4803 0.2268 -0.2564 0.1484
H 2.3134 3.2290 -5.6407 -0.0548 -0.1286 0.1929
H 3.7661 1.3627 -4.8935 -0.2913 0.0811 0.1540
H 2.8204 -1.0429 -2.2401 0.2109 0.0093 -0.0362
H 4.4242 0.6521 -1.3289 0.1681 -0.0596 -0.1095
H 5.2890 -0.7760 -1.9477 -0.0655 0.1601 -0.0274
H 5.2378 0.7234 -2.9073 -0.0820 -0.1314 0.1932
H 2.8635 -1.6035 -4.6823 0.1620 0.0785 0.0769
H 4.3612 -0.6635 -4.8692 -0.1048 -0.1882 0.1791
H 4.3456 -2.1150 -3.8469 -0.0847 0.2134 -0.0770
H 1.9939 -2.8954 -0.2949 0.1227 -0.1575 -0.0796
H 1.2045 -2.8149 -2.6550 0.2550 -0.3578 -0.0151
H 2.8526 -3.4978 -2.5489 -0.2809 -0.0626 0.0981
H 1.4564 -4.5768 -2.8018 0.0915 0.2873 0.1558
H 2.3143 -5.1072 0.8411 0.0479 -0.0349 -0.1360
H 2.2317 -5.9137 -0.7479 0.1083 0.1447 0.0918
H 3.5365 -4.7611 -0.3936 -0.1676 -0.0895 -0.0127
H 0.2014 -6.0302 -0.0046 -0.2423 0.2597 -0.0936
H -2.2649 -6.2217 0.2462 0.1179 0.1917 -0.0840
H -3.7098 -4.2236 -0.1230 0.3128 -0.0855 0.0264
H -2.3460 -0.7896 -0.5266 -0.2611 -0.0158 0.0070
H -3.5534 -1.6363 1.5388 -0.0979 0.0335 -0.1075
H -4.5672 -0.6472 0.4710 0.0012 -0.1487 0.0453
H -4.7479 -2.4155 0.4796 0.0920 0.1967 0.0361
H -2.9444 -1.8238 -2.7478 -0.2021 0.0434 0.1783
H -4.3709 -2.5754 -1.9916 0.1884 0.2258 0.0109
H -4.2501 -0.7991 -2.0974 0.1017 -0.2493 0.0290
H 2.9568 -0.9742 1.8191 -0.2451 0.1115 0.4308
H 3.2379 -1.7719 4.1787 -0.3449 -0.0114 -0.1930
H 1.2775 -2.7323 5.4005 0.0527 0.1222 -0.2798
H -0.9283 -2.9571 4.2421 0.3182 0.1219 -0.0336
H -1.1886 -2.1243 1.9110 0.2179 0.1536 0.5016
H 2.8439 1.1870 0.4986 -0.3327 0.4746 -0.1321
H 1.6923 2.4087 -0.1378 0.1208 -0.5445 0.2239
```
Positions in Å, forces in eV/Å.

Properties
calculated total energy: -56446.9799 eV
net charge: 0
HOMO energy: -5.62 eV

Atomic partial charges in e from the Mulliken method, atoms 1 to 4:
1 C -0.980
2 N 0.074
3 C -1.134
4 C 1.672

=====

Entry from the OMol25 dataset: a molecular structure, C45H53BaCl2F5N4O7P3S in a non-equilibrium geometry (wB97M-V/def2-TZVPD).

```
121
Properties=species:S:1:pos:R:3:forces:R:3
Ba -0.5972 -0.1430 -0.5731 0.2577 0.5661 0.8897
F 0.7190 1.0605 5.3888 0.0045 0.0134 -0.0064
C 0.3730 0.0507 4.5432 -0.0003 0.0472 0.0107
C -0.0687 0.3421 3.2689 0.0476 -0.0845 -0.0125
C -0.4267 -0.6682 2.3636 -0.1074 0.1160 -0.1520
C -0.3551 -1.9902 2.8543 -0.0317 -0.0117 0.0291
C 0.1159 -2.2388 4.1391 0.0061 -0.0267 -0.0656
F 0.2666 -3.5199 4.5942 -0.0185 -0.0063 0.0065
C 0.4977 -1.2413 5.0116 0.0175 -0.0154 0.0367
C -0.8187 -3.1006 1.9810 0.0348 0.0192 0.0622
C -1.4991 -4.2112 2.4878 -0.0017 -0.0118 -0.0276
C -1.9628 -5.1825 1.6214 -0.0045 -0.0037 0.0218
C -1.7394 -5.0384 0.2619 0.0022 -0.0133 -0.0116
C -1.0618 -3.9095 -0.1612 0.0113 -0.0196 -0.0479
N -0.6109 -2.9656 0.6641 -0.1025 0.1054 -0.1349
H -0.1229 1.3899 2.9891 0.0054 0.0738 -0.0076
H 0.8730 -1.4650 5.9994 -0.0011 0.0012 -0.0001
H -1.6716 -4.2934 3.5498 -0.0026 0.0021 0.0268
H -2.5026 -6.0409 2.0043 -0.0004 0.0024 0.0034
H -2.0971 -5.7635 -0.4563 0.0015 0.0074 -0.0084
H -0.8762 -3.7364 -1.2175 -0.0097 -0.0199 0.0107
C 2.2956 3.0889 -1.7956 0.0218 -0.0187 -0.0329
P 2.2466 2.1716 -0.2075 0.0732 -0.0573 -0.0190
C 4.0296 1.6210 -0.2919 0.0276 0.0537 0.0304
N 4.9774 2.5035 -0.1000 -0.0101 0.0164 0.0661
C 6.2688 2.1085 -0.2356 0.0103 0.0810 0.0213
C 7.3139 3.0374 -0.0114 -0.0442 -0.0023 0.0201
C 8.6122 2.6477 -0.1605 0.0307 -0.0308 -0.0119
C 8.9271 1.3204 -0.5434 0.0139 0.0462 0.0156
C 7.9356 0.4127 -0.7713 -0.0370 -0.0275 -0.0095
C 6.5812 0.7961 -0.6180 0.0511 -0.0618 -0.0418
N 5.5962 -0.1081 -0.8505 -0.0301 -0.0655 -0.0342
C 4.3557 0.2664 -0.6726 -0.0925 0.0363 0.0313
P 3.0022 -0.9600 -1.0367 -0.0703 -0.0766 -0.1233
C 3.5460 -1.4388 -2.7232 0.0029 -0.0190 0.0049
C 3.4241 -2.4509 0.0122 0.0297 0.0417 0.0485
C 2.9901 -2.0937 1.4377 -0.0324 -0.0010 -0.0327
C 2.5338 -3.5720 -0.5348 0.0028 -0.0193 0.0067
C 4.8719 -2.9332 0.0182 -0.0122 -0.0019 -0.0242
C 2.2299 3.5182 1.0924 -0.0657 -0.0105 0.0020
C 3.0014 4.8035 0.7994 -0.0006 -0.0022 -0.0641
C 2.7335 2.8848 2.3905 0.0457 0.0974 0.0173
C 0.7428 3.8781 1.2346 -0.0396 -0.0584 0.0274
H 3.1122 3.8118 -1.8205 -0.0199 -0.0067 0.0131
H 1.3299 3.5590 -1.9686 -0.0254 0.0392 0.0199
H 2.4407 2.3655 -2.5980 -0.0060 -0.0353 -0.0561
H 7.0459 4.0456 0.2771 -0.0050 -0.0004 0.0023
H 9.4128 3.3555 0.0124 0.0059 -0.0025 -0.0005
H 9.9639 1.0304 -0.6554 0.0036 0.0055 -0.0009
H 8.1449 -0.6074 -1.0666 -0.0044 -0.0012 -0.0023
H 4.5722 -1.8050 -2.7551 0.0084 0.0031 0.0321
H 3.4612 -0.5628 -3.3679 0.0002 -0.0040 -0.0005
H 2.8597 -2.1935 -3.1078 0.0036 0.0016 -0.0122
H 1.9442 -1.7810 1.4765 0.0301 0.0016 0.0174
H 3.6034 -1.2866 1.8489 -0.0019 0.0122 0.0006
H 3.1017 -2.9649 2.0902 0.0061 -0.0010 0.0068
H 1.5104 -3.2346 -0.6938 -0.0303 0.0001 -0.0067
H 2.5020 -4.3944 0.1857 0.0003 -0.0016 -0.0027
H 2.9234 -3.9629 -1.4769 -0.0018 0.0043 -0.0084
H 5.5383 -2.2231 0.5008 0.0285 0.0316 0.0255
H 5.2485 -3.1151 -0.9893 0.0064 0.0054 -0.0132
H 4.9203 -3.8782 0.5701 -0.0094 0.0083 -0.0003
H 4.0733 4.6317 0.7592 0.0317 -0.0065 -0.0145
H 2.7880 5.5275 1.5930 0.0126 -0.0103 0.0108
H 2.6865 5.2552 -0.1434 -0.0108 -0.0022 0.0187
H 3.7998 2.6595 2.3278 0.0028 0.0017 0.0202
H 2.1964 1.9657 2.6255 -0.0432 -0.0777 0.0137
H 2.5839 3.5810 3.2212 -0.0109 -0.0133 0.0101
H 0.3709 4.3832 0.3402 -0.0087 -0.0075 -0.0071
H 0.6125 4.5529 2.0864 0.0099 0.0037 -0.0051
H 0.1175 2.9963 1.3916 0.0330 0.0340 0.0081
Cl -1.1061 4.2562 -3.6416 -0.0052 0.0128 0.0117
C -2.0629 4.0955 -2.1969 -0.0290 0.0307 0.0292
C -3.1555 4.9455 -2.0146 -0.0158 0.0206 -0.0237
C -3.9316 4.8591 -0.8929 -0.0249 0.0259 0.0088
Cl -5.2871 5.9495 -0.6940 0.0152 -0.0080 -0.0065
C -3.6490 3.8984 0.1027 0.0118 -0.0072 0.1948
C -4.3737 3.7489 1.3081 -0.0403 0.0608 -0.0545
C -4.0363 2.7613 2.1858 0.0067 -0.0658 0.0673
C -2.9777 1.8887 1.8648 -0.0187 -0.0289 -0.0347
N -2.2657 2.0177 0.7717 -0.0003 -0.0843 -0.0210
C -2.5563 3.0218 -0.0933 -0.0248 -0.0356 -0.2508
C -1.6944 3.1115 -1.2685 0.0672 -0.0427 0.0658
O -0.6927 2.3450 -1.3940 -0.0097 -0.0780 -0.0732
H -3.3840 5.6822 -2.7733 0.0095 -0.0048 -0.0028
H -5.1975 4.4190 1.5169 0.0047 0.0044 -0.0097
H -4.5795 2.6295 3.1125 0.0053 -0.0103 0.0005
H -2.7099 1.0616 2.5147 0.0069 0.0013 0.0098
C -6.2325 0.9353 -0.1055 0.0170 -0.0019 -0.0194
C -5.2470 0.4799 -1.1592 -0.0384 -0.0510 -0.0424
O -5.1432 -0.9563 -1.1553 0.0313 0.0853 0.0630
P -3.7809 -1.6101 -0.5332 0.1714 0.0589 -0.1545
O -3.8227 -3.0144 -1.3470 -0.1787 -0.0651 0.0842
C -3.9882 -3.0469 -2.7755 0.0683 0.0708 0.0613
C -5.3762 -3.5375 -3.1229 0.0110 0.0022 -0.0285
O -4.2076 -2.1541 0.9201 -0.0424 -0.0472 -0.0179
C -5.2819 -3.0858 1.1075 0.0107 -0.0258 0.0175
C -5.6434 -3.0841 2.5751 0.0123 0.0071 -0.0159
H -6.3077 2.0237 -0.1096 -0.0103 0.0072 -0.0059
H -5.9026 0.6200 0.8854 0.0042 0.0075 0.0082
H -7.2200 0.5127 -0.2974 -0.0002 -0.0101 0.0049
H -4.2613 0.9267 -0.9965 0.0012 -0.0094 0.0087
H -5.5742 0.7640 -2.1604 0.0102 0.0088 0.0225
H -3.2168 -3.7152 -3.1595 -0.0153 0.0070 -0.0121
H -3.8032 -2.0595 -3.2009 -0.0479 -0.0292 0.0041
H -5.5658 -4.5065 -2.6584 0.0014 -0.0070 0.0019
H -5.4723 -3.6468 -4.2051 0.0064 0.0026 0.0048
H -6.1256 -2.8277 -2.7740 -0.0027 -0.0060 0.0139
H -4.9444 -4.0725 0.7844 -0.0021 0.0118 -0.0055
H -6.1311 -2.7917 0.4849 0.0047 -0.0045 0.0096
H -4.7648 -3.3212 3.1756 0.0020 -0.0082 0.0054
H -6.4174 -3.8271 2.7752 -0.0059 0.0010 -0.0009
H -6.0126 -2.1046 2.8800 0.0026 0.0053 0.0038
F 1.0659 -0.8114 -5.1353 0.0162 -0.0243 -0.0118
C 0.1883 -0.0470 -4.4734 0.0122 -0.0478 0.0157
F 0.8523 0.5789 -3.4874 0.0679 0.1023 -0.0733
F -0.2836 0.8684 -5.3129 -0.0237 0.0018 -0.0223
S -1.1463 -1.0553 -3.7148 0.2274 0.0091 0.5496
O -2.0002 -0.0476 -3.1129 -0.3965 0.0587 -0.2797
O -1.6797 -1.8775 -4.7590 -0.0112 0.0812 -0.0843
O -0.4079 -1.7484 -2.6502 0.1498 -0.6247 -0.6051
```
Positions in Å, forces in eV/Å.

Properties
calculated total energy: -145854.7108 eV
net charge: -1
HOMO energy: -4.79 eV
ΔE to the lowest compared entry with this formula, charge and spin: 0.00 kJ/mol

Atomic partial charges in e from the Mulliken method, atoms 1 to 4:
1 Ba 1.240
2 F -0.402
3 C 0.184
4 C -0.903